9
Properties=species:S:1:pos:R:3 method="wB97M-V/def2-TZVPD" charge=0 e_homo_ev="-8.74 / -9.85" spin_multiplicity=1 orbital_gap_ev="8.540 / 8.605"
C -2.294 -1.040 -0.802
C -1.936 0.092 -0.547
N 0.876 0.485 0.184
O 2.116 0.954 0.701
O -1.853 2.380 -1.714
S -1.619 1.767 -0.402
H -2.758 -2.027 -1.108
H 2.162 0.484 1.594
H 1.079 0.498 -0.800

=====

9
Properties=species:S:1:pos:R:3 method="wB97M-V/def2-TZVPD" charge=0 e_homo_ev="-8.00 / -9.13" spin_multiplicity=3 orbital_gap_ev="8.614 / 6.812"
C -0.112 -0.344 -0.361
C -0.413 0.991 -0.489
N -3.376 -0.397 0.161
O -2.928 -1.121 0.922
O -4.231 -0.377 -0.611
S -1.953 1.605 -0.109
H 0.831 -0.756 -0.539
H -1.026 -1.007 -0.348
H 0.198 1.715 -1.033